95
Properties=species:S:1:pos:R:3 method="wB97M-V/def2-TZVPD" e_tot_ev=-104416.6423 max_force_ev_per_a=1.9 multiplicity=3 molar_mass_g_mol=823.7 charge=-1
Ti -1.270 -1.065 -1.430
O -2.714 -5.029 -1.499
C -2.494 -3.836 -0.966
O -1.517 -3.178 -1.220
C -3.527 -3.337 0.023
O -3.640 -1.940 -0.056
C -4.597 -1.520 -1.034
C -4.122 -1.774 -2.475
O -4.945 -2.111 -3.312
O -2.876 -1.569 -2.655
H -1.982 -5.201 -2.119
H -3.120 -3.573 1.012
H -4.482 -3.852 -0.110
H -4.694 -0.440 -0.905
H -5.558 -2.008 -0.854
C 3.135 3.010 4.284
O 1.974 2.892 3.497
C 1.749 3.846 2.546
C 2.485 5.004 2.395
C 2.174 5.899 1.372
C 1.137 5.619 0.508
C 0.396 4.450 0.651
C 0.685 3.552 1.670
N -0.026 2.364 1.876
C -0.599 1.768 0.710
N -1.877 2.138 0.498
C -2.531 2.052 -0.756
C -2.338 1.005 -1.652
C -2.915 1.198 -2.921
C -3.689 2.294 -3.241
C -3.941 3.284 -2.293
C -3.341 3.163 -1.056
O -3.459 4.104 -0.046
C -4.271 5.222 -0.303
N 0.042 0.987 -0.066
C 1.251 0.405 0.262
C 2.439 1.083 0.122
C 3.741 0.624 0.338
C 4.151 -0.611 0.904
C 3.391 -1.555 1.506
C 1.913 -1.539 1.820
O 1.582 -2.930 2.017
C 1.221 -3.409 3.289
H 3.112 3.914 4.902
H 4.035 3.020 3.661
H 3.153 2.135 4.929
H 3.308 5.218 3.063
H 2.756 6.804 1.258
H 0.897 6.301 -0.298
H -0.403 4.229 -0.044
H 0.510 1.687 2.412
H -2.198 2.865 1.117
H -2.751 0.447 -3.683
H -4.115 2.385 -4.234
H -4.564 4.132 -2.536
H -4.253 5.827 0.601
H -5.303 4.929 -0.522
H -3.886 5.813 -1.140
H 2.338 2.105 -0.231
H 4.535 1.301 0.046
H 5.216 -0.813 0.853
H 3.877 -2.456 1.862
H 0.312 -2.944 3.673
H 2.023 -3.283 4.027
H 1.043 -4.477 3.148
N 1.578 -1.740 -0.672
C 1.852 -3.089 -0.866
C 3.023 -3.428 -1.574
C 3.270 -4.747 -1.872
C 2.366 -5.715 -1.442
C 1.264 -5.282 -0.732
N 0.993 -4.013 -0.451
C 1.075 -1.092 0.553
C 1.672 -0.661 3.008
C 0.452 -0.352 3.493
C -0.821 -0.671 2.943
C -1.090 -1.137 1.671
N -0.334 -1.377 0.605
H 2.310 -1.176 -1.084
H 3.719 -2.648 -1.860
H 4.160 -5.023 -2.423
H 2.513 -6.767 -1.642
H 0.539 -6.006 -0.366
H 2.552 -0.278 3.511
H 0.429 0.224 4.417
H -1.690 -0.486 3.563
H -2.148 -1.291 1.469
C 2.105 -0.823 -4.307
S 0.359 -1.170 -4.110
O -0.317 -0.586 -5.237
O 0.224 -2.594 -3.899
O 0.036 -0.423 -2.831
H 2.326 -0.825 -5.372
H 2.670 -1.602 -3.804
H 2.329 0.152 -3.882


165
Properties=species:S:1:pos:R:3 method="wB97M-V/def2-TZVPD" e_tot_ev=-1253372.6511 max_force_ev_per_a=7.6 molar_mass_g_mol=3722.8 charge=+1
C -0.356 -1.253 4.463
C 0.318 -0.325 3.797
C 1.106 0.788 2.947
I 2.785 -0.501 2.221
N 2.028 1.752 3.682
C 2.171 2.868 2.723
N 2.921 3.922 3.108
Br 3.818 4.063 4.760
N 1.420 2.556 1.489
C 2.068 2.404 0.189
C 3.213 3.260 -0.086
C 0.247 1.647 1.834
C -0.759 2.814 2.405
Br -0.999 2.771 4.425
C -2.259 2.847 1.865
C -2.763 4.408 2.028
Br -3.431 1.848 3.179
S -0.481 0.666 0.383
C -1.994 -0.334 0.908
O 0.462 -0.363 -0.207
O -0.792 1.592 -0.812
H -0.673 -2.329 4.769
H 1.750 1.984 4.654
H 3.019 4.761 2.473
H 1.844 1.660 -0.652
H 3.188 4.397 -0.025
H 4.170 2.673 -0.375
H -0.316 3.879 2.222
H -2.482 2.594 0.780
H -2.253 5.006 1.186
H -2.494 4.857 3.049
H -3.909 4.490 1.834
H -2.020 -1.370 0.381
H -1.842 -0.547 2.043
H -2.934 0.294 0.710
C 2.429 -0.443 -3.461
Cl 3.125 0.909 -2.555
Cl 2.523 -0.139 -5.198
Cl 3.250 -1.954 -3.051
H 1.378 -0.538 -3.185
C -2.607 2.291 8.189
Cl -1.555 3.229 7.117
Cl -2.824 0.650 7.568
Cl -1.943 2.248 9.830
H -3.582 2.778 8.225
C 2.502 7.824 0.468
Cl 2.007 7.687 -1.224
Cl 1.255 8.645 1.417
Cl 2.846 6.220 1.145
H 3.414 8.418 0.512
C 4.150 -4.199 0.782
Cl 4.831 -2.832 1.677
Cl 4.249 -3.892 -0.956
Cl 4.985 -5.702 1.196
H 3.101 -4.302 1.058
C -6.608 2.841 -0.059
Cl -6.495 1.996 1.492
Cl -7.284 4.461 0.164
Cl -5.018 2.932 -0.835
H -7.275 2.277 -0.710
C 4.547 -7.675 -2.265
Cl 4.888 -8.641 -0.821
Cl 5.667 -8.089 -3.570
Cl 2.871 -7.908 -2.787
H 4.685 -6.624 -2.015
C -1.187 0.833 -5.955
Cl -0.086 1.756 -6.990
Cl -1.428 -0.798 -6.603
Cl -0.568 0.760 -4.298
H -2.150 1.342 -5.938
C -5.342 -2.294 -0.876
Cl -3.715 -2.088 -1.550
Cl -5.960 -0.748 -0.274
Cl -6.438 -2.976 -2.084
H -5.279 -2.988 -0.038
C -3.238 6.977 7.209
Cl -2.097 7.980 6.299
Cl -4.894 7.562 6.987
Cl -3.104 5.281 6.715
H -2.988 7.047 8.266
C -9.330 -5.643 -2.527
Cl -8.243 -4.698 -3.557
Cl -9.548 -7.272 -3.184
Cl -8.709 -5.717 -0.872
H -10.300 -5.148 -2.508
C -11.752 -3.603 0.546
Cl -12.102 -4.825 -0.687
Cl -10.009 -3.309 0.661
Cl -12.614 -2.099 0.191
H -12.100 -3.979 1.508
C -4.919 2.868 -6.043
Cl -4.565 1.901 -4.603
Cl -3.812 2.449 -7.360
Cl -6.600 2.641 -6.547
H -4.774 3.919 -5.795
C 6.899 3.351 1.835
Cl 6.488 3.188 0.124
Cl 5.578 4.161 2.709
Cl 7.237 1.767 2.547
H 7.796 3.964 1.919
C -6.604 1.057 5.957
Cl -6.498 0.213 7.509
Cl -7.280 2.678 6.175
Cl -5.010 1.149 5.186
H -7.268 0.493 5.304
C -1.538 5.290 11.900
Cl -0.250 6.012 12.875
Cl -3.086 5.375 12.752
Cl -1.649 6.093 10.325
H -1.295 4.241 11.733
C 8.746 5.506 -2.570
Cl 7.617 4.795 -3.739
Cl 9.436 7.006 -3.206
Cl 7.921 5.800 -1.031
H 9.559 4.801 -2.397
C 4.665 3.638 -6.433
Cl 4.099 2.501 -5.198
Cl 6.437 3.740 -6.441
Cl 4.064 3.163 -8.028
H 4.268 4.625 -6.197
C 0.194 -3.703 -4.005
Cl -0.276 -3.850 -5.705
Cl -1.069 -2.884 -3.074
Cl 0.529 -5.295 -3.308
H 1.104 -3.108 -3.953
C -1.993 -8.286 -5.238
Cl -0.564 -8.019 -4.229
Cl -3.363 -8.814 -4.250
Cl -2.405 -6.815 -6.134
H -1.764 -9.073 -5.956
C -6.841 10.004 4.961
Cl -7.648 9.105 6.254
Cl -6.277 8.903 3.695
Cl -7.926 11.226 4.282
H -5.975 10.512 5.385
C 9.404 -6.453 -3.091
Cl 8.918 -6.622 -4.784
Cl 8.152 -5.610 -2.166
Cl 9.740 -8.039 -2.379
H 10.316 -5.860 -3.053
C -3.461 -6.774 -9.837
Cl -2.277 -5.781 -10.699
Cl -5.098 -6.150 -10.089
Cl -3.353 -8.463 -10.354
H -3.237 -6.727 -8.772
C -12.217 -5.911 4.010
Cl -12.564 -7.130 2.775
Cl -10.475 -5.617 4.122
Cl -13.081 -4.406 3.658
H -12.564 -6.289 4.972
C 12.274 -11.214 -2.920
Cl 13.369 -10.297 -3.966
Cl 12.030 -12.848 -3.554
Cl 12.899 -11.275 -1.265
H 11.310 -10.705 -2.904
C 9.473 -3.927 1.704
Cl 10.652 -2.945 0.820
Cl 7.835 -3.306 1.456
Cl 9.573 -5.621 1.202
H 9.707 -3.870 2.766
C 11.453 4.102 -5.291
Cl 11.811 3.153 -3.840
Cl 12.558 3.672 -6.604
Cl 9.772 3.866 -5.789
H 11.596 5.157 -5.055


82
Properties=species:S:1:pos:R:3 method="wB97M-V/def2-TZVPD" e_tot_ev=-96789.5703 max_force_ev_per_a=3.5 multiplicity=4 molar_mass_g_mol=643.7 charge=+1
C 4.403 -1.513 3.084
C 3.984 -0.995 1.868
C 3.793 -1.898 0.761
C 3.989 -3.322 0.948
C 4.428 -3.798 2.223
C 4.637 -2.910 3.258
C 3.715 -4.161 -0.148
C 3.245 -3.622 -1.359
C 3.106 -2.181 -1.437
C 2.598 -1.569 -2.638
C 2.257 -2.384 -3.706
C 2.410 -3.802 -3.639
C 2.890 -4.412 -2.498
H 4.548 -0.839 3.936
H 4.582 -4.874 2.365
H 4.971 -3.275 4.235
H 3.852 -5.244 -0.051
H 1.859 -1.934 -4.623
H 2.131 -4.407 -4.508
H 2.992 -5.501 -2.443
N 3.404 -1.370 -0.410
Cr 0.158 -0.288 0.432
C 3.632 0.450 1.665
H 3.911 0.771 0.649
H 4.132 1.090 2.413
C 2.400 -0.085 -2.629
H 3.226 0.401 -2.084
H 2.341 0.321 -3.654
P 1.778 0.764 1.825
P 0.819 0.437 -1.727
C -0.420 0.011 -3.043
H -1.409 0.396 -2.742
H -0.144 0.429 -4.028
H -0.491 -1.087 -3.114
C 0.967 2.276 -1.993
H 1.107 2.530 -3.060
H 0.055 2.774 -1.620
H 1.829 2.656 -1.418
C 1.541 0.405 3.624
H 2.289 0.923 4.251
H 0.525 0.721 3.909
H 1.613 -0.684 3.773
C 1.786 2.625 1.841
H 0.759 2.989 2.015
H 2.448 3.022 2.630
H 2.124 2.998 0.861
H 1.055 -1.558 0.407
H -0.393 -0.771 1.909
C -4.845 0.431 3.448
C -3.985 -0.579 3.036
C -3.106 -0.356 1.979
C -3.053 0.885 1.297
C -3.956 1.892 1.722
C -4.834 1.661 2.790
P -1.809 1.016 -0.076
C -2.728 -0.315 -0.919
C -2.197 -1.613 -1.016
C -2.916 -2.625 -1.661
C -4.173 -2.353 -2.208
C -4.713 -1.069 -2.110
C -3.996 -0.054 -1.470
C -2.060 2.785 -0.321
C -2.597 3.263 -1.525
C -2.781 4.635 -1.715
C -2.427 5.538 -0.708
C -1.888 5.068 0.491
C -1.702 3.698 0.681
H -5.524 0.255 4.272
H -3.996 -1.541 3.535
H -2.470 -1.177 1.691
H -4.018 2.858 1.254
H -5.513 2.439 3.110
H -1.228 -1.844 -0.598
H -2.500 -3.621 -1.737
H -4.730 -3.138 -2.705
H -5.689 -0.861 -2.530
H -4.432 0.934 -1.399
H -2.870 2.577 -2.315
H -3.198 5.002 -2.645
H -2.572 6.600 -0.854
H -1.618 5.762 1.277
H -1.307 3.343 1.620


87
Properties=species:S:1:pos:R:3 method="wB97M-V/def2-TZVPD" e_tot_ev=-76191.9433 max_force_ev_per_a=0.5 molar_mass_g_mol=962.3 charge=+2
In -1.386 -0.742 0.414
C -0.342 -3.410 -1.453
C 0.126 -3.796 -0.073
C 0.883 -4.942 0.135
C 1.281 -5.271 1.417
C 0.905 -4.449 2.470
C 0.132 -3.322 2.205
N -0.244 -3.005 0.949
Sb -0.507 -2.287 3.997
C -2.604 -2.130 3.538
C -3.464 -2.493 4.564
C -4.832 -2.414 4.345
C -5.288 -1.984 3.117
C -4.375 -1.635 2.126
C -4.855 -1.133 0.791
N -3.048 -1.707 2.338
C 0.049 -0.221 3.648
C 0.785 0.336 4.689
C 1.127 1.681 4.626
C 0.721 2.424 3.537
C -0.022 1.813 2.533
C -0.520 2.615 1.360
N -0.345 0.511 2.588
H 0.228 -3.938 -2.219
H -1.395 -3.678 -1.580
H -0.244 -2.332 -1.605
H 1.146 -5.574 -0.705
H 1.868 -6.164 1.598
H 1.200 -4.684 3.485
H -3.075 -2.832 5.516
H -5.533 -2.690 5.125
H -6.350 -1.915 2.914
H -5.891 -1.420 0.614
H -4.800 -0.042 0.755
H -4.241 -1.520 -0.022
H 1.082 -0.269 5.536
H 1.694 2.145 5.425
H 0.970 3.476 3.459
H 0.164 3.431 1.121
H -0.655 1.984 0.476
H -1.493 3.055 1.588
I -6.024 2.901 -3.175
C -4.794 1.261 -3.018
C -4.756 0.161 -3.834
N -3.782 -0.635 -3.339
N -3.179 -0.125 -2.249
C -3.798 1.030 -2.050
H -5.343 -0.103 -4.702
H -3.478 -1.519 -3.704
H -3.513 1.667 -1.222
C 3.867 -1.433 -1.639
C 3.573 -0.532 -2.749
C 2.513 -0.870 -3.692
C 4.409 0.639 -2.975
Si 1.457 1.203 -0.990
O 0.983 -0.265 -1.001
C 2.540 1.775 0.348
C 3.172 3.029 0.372
C 3.960 3.393 1.455
C 4.116 2.515 2.525
C 3.487 1.274 2.519
C 2.707 0.903 1.437
C 0.889 2.327 -2.297
C -0.414 2.072 -2.757
C -0.999 2.901 -3.701
C -0.286 3.981 -4.209
C 1.017 4.230 -3.786
C 1.604 3.411 -2.833
H 4.475 -2.253 -2.066
H 2.952 -1.882 -1.247
H 4.450 -0.963 -0.849
H 2.976 -1.548 -4.434
H 2.139 -0.002 -4.235
H 1.703 -1.413 -3.206
H 5.301 0.263 -3.513
H 4.783 1.068 -2.042
H 3.937 1.388 -3.611
H 3.039 3.735 -0.440
H 4.446 4.360 1.469
H 4.730 2.804 3.371
H 3.604 0.601 3.360
H 2.211 -0.064 1.432
H -0.967 1.216 -2.372
H -2.010 2.706 -4.038
H -0.745 4.634 -4.942
H 1.569 5.068 -4.190
H 2.622 3.620 -2.522